B4H4O5Sm | ωB97M-V/def2-TZVPD

Geometry (Å):
O  0.911  0.964  2.713
B  -0.068  0.744  1.885
O  -1.376  0.814  2.046
B  0.386  0.135  0.224
O  0.597  -1.209  -0.058
B  -0.006  -1.444  -1.274
O  0.282  -0.702  -2.306
B  0.551  0.642  -2.049
O  0.483  1.054  -0.695
H  1.606  1.598  2.462
H  -1.799  1.551  1.572
H  -0.832  -2.312  -1.314
H  0.801  1.404  -2.895
Sm  -1.537  -3.238  -0.311

Computed properties:
**Energy**: -30880.5261 eV
**Total charge**: +3
**Multiplicity**: 6
**HOMO-LUMO gap (spin up / spin down)**: 9.100 / 6.067 eV
**F_max**: 11.04 eV/A